(1)
The following is a DFT calculation (ωB97M-V/def2-TZVPD) of a cluster of 10 separate species, C39H64N10O13 in total.

Computed properties:
SMILES string: O=[N+]([O-])c1ccccc1.O=[N+]([O-])c1ccccc1.O=[N+]([O-])c1ccccc1.CN(C)C=O.CN(C)C=O.CN(C)C=O.CN(C)C=O.CN(C)C=O.CN(C)C=O.CN(C)C=O
Energy in Eh: -3049.1127
Multiplicity: 1

Geometry as XYZ:
```
126
Properties=species:S:1:pos:R:3:forces:R:3
N -3.202 6.614 -2.492 0.67 0.49 0.39
H -1.239 0.663 -4.605 -0.33 2.98 -1.38
H 2.603 0.085 0.579 -2.69 0.39 0.13
H -6.961 -4.664 4.940 1.95 0.98 -2.32
H -4.332 4.851 -2.996 0.54 2.24 0.29
N 5.382 -1.297 -0.158 -0.26 -1.03 2.21
H 0.313 4.763 -0.462 2.86 1.06 -0.13
H 6.519 -3.431 -1.594 1.56 0.69 0.42
H -2.114 4.830 -2.066 -0.39 0.37 0.00
C 6.743 -1.809 -0.075 6.87 -0.48 -0.35
C 0.846 -3.032 3.549 0.33 0.79 1.72
N 2.352 4.778 -1.371 1.49 -0.20 -2.42
H -4.921 1.509 -4.950 2.58 0.70 0.18
H -1.261 6.373 -2.039 0.28 -0.50 -1.55
C 1.658 -3.745 2.681 3.73 -2.27 -0.93
O 4.661 -1.882 -0.960 0.23 1.55 0.82
H -1.096 2.304 -3.930 -0.73 0.22 -0.89
H 5.879 4.781 1.913 -0.96 -2.12 0.52
H -0.795 2.204 -5.636 1.84 0.75 -2.38
O -0.294 -6.627 -2.611 -0.19 0.71 -0.06
C -1.408 1.855 -4.912 -1.60 -4.28 4.52
H -3.443 -4.882 -2.976 1.94 -1.59 2.17
H -3.665 -3.206 3.609 -0.35 1.29 -1.02
H 2.599 3.693 3.201 -2.85 -1.62 1.02
C 7.305 -2.844 -1.027 1.38 0.75 1.99
C -5.720 -2.909 -0.365 -11.29 -0.02 10.49
H -2.546 -5.797 0.639 -2.84 -3.53 2.89
C -0.989 -0.431 0.305 3.14 5.31 -2.18
O 6.066 -3.277 2.829 -1.27 1.53 0.97
H -2.803 -4.191 0.093 1.75 -2.00 -0.49
C -1.260 0.896 -0.534 0.59 -2.92 1.00
N -6.322 -1.743 -0.236 3.48 4.69 -2.09
C 3.785 5.058 -1.135 -0.24 4.40 1.17
N -1.989 -1.374 0.712 1.88 -1.70 5.08
H -7.525 -2.416 1.186 -0.14 0.69 0.74
H -2.585 8.590 -1.559 -0.14 -1.77 -1.62
H 3.989 5.563 -0.117 -0.79 -1.72 -0.97
O 5.037 -0.471 0.743 0.32 -1.50 -2.55
C -7.244 -1.428 0.807 -0.38 0.63 1.22
C -2.098 -5.176 0.026 -0.15 6.16 0.89
H 6.455 3.864 3.225 2.69 0.48 3.14
O -6.182 -3.891 0.263 0.82 0.21 0.03
O 3.656 5.184 2.591 -0.16 1.65 -0.46
O -5.366 6.626 -3.133 -0.83 0.81 -0.79
O -1.698 -2.153 1.735 0.12 1.93 -3.21
H -2.372 3.830 -6.300 -0.15 -0.83 -0.52
H -4.289 -5.810 2.246 -1.52 0.25 0.58
H 0.823 -1.539 5.303 0.81 -0.79 -0.72
H 1.538 6.224 -0.231 -0.67 0.25 0.41
H 10.914 -2.448 -0.199 -0.25 -1.02 -0.97
H 1.121 -4.515 2.038 0.98 1.14 0.69
H -4.534 -6.495 3.796 -1.89 1.37 -0.50
H -4.171 3.480 -6.521 2.96 -1.85 0.70
O -6.744 -2.669 4.424 2.16 -4.56 -1.36
N 5.369 -2.477 3.491 0.75 -1.13 0.00
H -1.206 -4.926 0.681 -0.31 -0.01 -1.67
C 8.790 -3.178 -1.025 -2.35 1.77 0.59
H 3.713 1.419 3.988 1.11 1.14 -1.15
H 2.753 4.153 -3.165 2.84 -1.30 -3.20
C -3.034 2.949 -6.434 -3.26 2.33 2.32
H 0.076 -6.210 -0.757 0.49 0.82 1.41
C -3.038 8.046 -2.493 3.98 -0.52 2.38
N -2.821 2.025 -5.291 0.93 1.51 -0.03
N -1.928 -5.685 -1.252 2.59 -0.13 -2.65
N 4.592 3.157 2.985 -1.97 5.49 -0.60
C 3.516 4.043 2.933 4.00 -0.81 -0.45
O 5.814 -1.528 4.138 -0.55 -0.93 -0.90
C 1.455 0.307 0.432 0.09 2.73 -1.80
H 3.898 -4.565 2.260 -1.49 0.80 -0.31
H -7.149 -0.502 1.548 1.36 -2.39 -0.97
H 7.300 -0.588 1.688 1.79 -1.01 -1.93
H 5.439 1.417 3.409 -0.09 -0.38 0.41
H 1.897 4.649 0.514 -0.61 0.47 0.54
H 3.518 -1.195 5.091 0.43 0.99 0.98
H 4.302 5.943 -1.699 -1.44 -1.62 -0.13
C -6.341 -3.889 4.222 -1.17 2.86 1.49
H -2.770 -6.599 -2.967 -0.25 0.50 0.86
C -5.695 -0.534 -1.001 2.95 -1.62 0.27
H 1.674 2.501 -0.371 1.66 0.42 -0.26
H -6.356 -0.080 -1.732 -0.56 0.55 0.82
H 0.577 -1.517 1.494 -0.10 2.36 -1.92
H -8.024 -0.994 0.284 -2.40 0.34 -1.09
H -4.900 -2.374 2.396 0.56 -1.58 1.05
C -2.227 5.895 -1.827 4.79 -0.64 1.62
H -3.946 8.316 -2.411 -6.78 2.69 0.40
C 9.350 -1.524 0.677 -5.55 0.46 -0.39
C 1.950 4.438 -2.647 -5.46 2.41 4.97
H -0.257 -3.354 3.333 1.90 1.49 1.24
H -1.879 6.080 -0.744 -2.56 -0.44 -0.25
C -4.405 -3.347 2.763 0.07 2.96 3.14
C 4.446 1.802 3.181 -0.55 -3.99 -0.90
H 9.045 -3.998 -1.688 0.17 0.22 0.08
C -0.612 -6.102 -1.560 -2.64 -1.48 -1.89
O -3.644 0.661 -3.611 0.71 1.78 -1.48
C 7.804 -1.216 0.817 -0.98 -0.81 -0.56
C 1.082 1.637 -0.315 -0.58 -4.40 2.85
H -3.896 -5.996 -1.718 -2.33 -1.04 1.57
C -5.097 -5.795 3.053 3.13 1.77 0.13
H -2.182 1.095 -1.149 0.64 -0.64 1.22
C 3.925 -2.754 3.558 -6.42 -0.08 0.18
H -2.719 8.487 -3.385 1.23 0.22 -1.43
O -3.100 -1.331 0.333 -1.83 0.38 -1.88
H -5.127 -3.149 -0.965 9.81 -2.10 -9.79
H -6.045 -6.030 2.639 -0.56 -1.19 -0.11
H -4.851 -0.855 -1.735 -1.43 -0.32 1.29
H -3.765 -3.648 2.016 0.62 -1.56 -1.98
H -5.004 0.110 -0.308 -2.19 -0.68 -1.02
C -4.338 6.053 -2.914 -0.77 -2.99 0.53
C 3.029 -1.904 4.500 -2.82 -4.43 -3.32
C 0.414 -0.566 0.784 -1.37 -1.79 0.48
H -0.382 2.744 -1.207 -0.89 2.16 -1.31
O 0.728 4.513 -2.894 2.17 -0.86 -0.95
C 9.825 -2.436 -0.255 -3.30 0.29 0.36
N -5.252 -4.293 3.419 -3.09 -2.51 0.97
C -3.772 1.447 -4.583 -3.56 -2.70 1.40
C 1.444 5.149 -0.347 -1.80 -0.87 0.90
C 1.440 -2.159 4.605 3.42 -0.35 -3.03
C 5.860 3.751 2.433 -2.35 -0.52 -1.88
C -3.039 -5.802 -2.232 1.92 1.64 -3.04
C 3.169 -3.807 2.656 0.19 3.32 3.38
H 9.974 -0.922 1.301 0.33 0.07 0.33
H 4.322 4.198 -1.288 1.62 -1.98 -0.06
H 6.206 2.903 1.886 0.94 -0.01 -1.14
H 4.179 1.254 2.194 0.15 0.64 1.46
H -2.932 2.348 -7.266 0.65 -0.52 -2.26
C -0.215 1.870 -0.706 -0.53 -4.35 1.62
```
Forces are in eV/Å.

=====

(2)
The following is a DFT calculation (ωB97M-V/def2-TZVPD) of a structure of composition C3H7NO2S.

Computed properties:
Energy in Eh: -721.6965
Multiplicity: 3

Geometry as XYZ:
```
14
Properties=species:S:1:pos:R:3:forces:R:3
H 1.742 -1.606 0.192 -1.19 -0.52 -0.07
H 0.793 -0.539 1.046 0.04 0.22 0.73
H 0.417 -2.209 1.260 -0.48 -0.98 0.58
H -0.755 -2.152 -0.993 0.64 2.15 0.58
C -0.979 1.982 0.429 2.35 1.16 0.19
O -2.682 -0.185 -0.963 -3.82 -0.22 -4.45
H -0.457 3.587 -0.499 -0.65 0.65 -0.68
O -2.148 -0.705 1.344 -0.40 -1.25 2.71
C 0.674 -1.488 0.537 2.15 1.74 0.18
H -1.469 2.210 1.369 -0.50 0.26 0.19
H 0.271 -0.692 -1.241 1.35 2.55 -3.33
C -0.271 -1.168 -0.560 -3.17 -4.60 2.15
S -1.790 -0.181 0.086 3.37 -0.85 0.33
N -0.582 2.585 -0.567 0.30 -0.32 0.90
```
Forces are in eV/Å.

=====

(3)
The following is a DFT calculation (ωB97M-V/def2-TZVPD) of a cluster of 2 separate species, C3H4N2O in total.

Computed properties:
SMILES string: C=C=N.N=C=O
Energy in Eh: -301.4183
Multiplicity: 1

Geometry as XYZ:
```
10
Properties=species:S:1:pos:R:3:forces:R:3
O -0.819 -1.229 -1.207 -0.17 0.78 -0.46
C 0.803 -1.123 1.478 0.00 0.17 0.00
H 0.143 1.583 0.126 0.08 0.07 0.11
H -0.004 -1.673 1.947 0.11 0.10 -0.03
C 0.666 0.153 1.225 -0.03 0.26 -0.06
C -0.855 -0.132 -1.605 -0.03 -0.41 0.06
H -1.427 1.725 -2.065 -0.07 -0.18 0.00
N 0.557 1.363 1.034 0.07 -0.62 0.08
N -0.741 0.989 -2.059 0.09 -0.26 0.18
H 1.677 -1.655 1.124 -0.05 0.10 0.12
```
Forces are in eV/Å.

=====

(4)
The following is a DFT calculation (ωB97M-V/def2-TZVPD) of an isolated molecule of C3H7BO.

Computed properties:
SMILES string: C=COBC
Energy in Eh: -218.5704
Multiplicity: 1

Geometry as XYZ:
```
12
Properties=species:S:1:pos:R:3:forces:R:3
C -1.630 0.182 0.057 1.60 1.90 2.92
H -1.169 1.253 0.113 -0.41 -2.11 0.00
C 1.755 0.886 -0.294 -1.35 -0.70 -0.93
C 1.421 -0.285 0.203 0.48 1.93 -0.50
H -1.312 -2.157 -0.312 -0.23 0.11 -0.35
H -2.463 0.286 -0.529 -2.17 0.00 -1.60
B -0.788 -1.084 -0.210 -2.35 -0.24 0.19
H 1.962 -0.578 0.988 2.30 -1.44 3.03
H -2.059 -0.051 1.108 0.59 0.43 -1.34
H 2.583 1.445 0.012 1.05 0.40 0.82
H 1.197 1.298 -1.075 -0.75 0.66 -1.30
O 0.504 -1.196 -0.062 1.24 -0.92 -0.94
```
Forces are in eV/Å.

=====

(5)
The following is a DFT calculation (ωB97M-V/def2-TZVPD) of a cluster of 9 separate species, C4H25NO10 in total.

Computed properties:
SMILES string: O=CNCCCO.O.O.O.O.O.O.O.O
Energy in Eh: -974.5342
Multiplicity: 1

Geometry as XYZ:
```
40
Properties=species:S:1:pos:R:3:forces:R:3
N 0.474 0.236 1.989 -0.29 0.57 0.90
H -0.560 -0.234 -2.331 -0.08 -0.32 0.29
H 1.741 -2.978 0.305 0.87 0.61 0.75
O 0.744 -2.002 1.579 -0.71 -0.33 0.77
H -3.793 -0.591 -0.411 0.03 0.00 0.25
H 5.213 0.841 -0.249 0.59 -0.66 0.26
H 3.410 -2.918 0.356 -0.79 0.54 0.38
H 3.160 0.935 -2.880 -0.34 -0.24 -0.04
H -3.199 -0.010 -2.806 0.34 0.60 -0.52
O 2.395 1.127 -2.330 0.37 0.34 0.38
H -3.247 0.088 2.264 -0.06 -0.15 -0.03
H 1.516 3.037 0.374 -0.27 -0.16 -0.11
H 1.676 0.499 -2.527 0.18 0.08 -0.38
H 0.521 2.220 2.649 -0.03 -0.25 -0.91
C 1.039 1.588 1.884 -0.45 -0.10 1.09
C 1.002 2.067 0.438 1.01 -0.28 0.06
O -1.522 2.504 0.434 -0.76 0.08 0.82
H 2.060 1.626 2.275 0.09 -0.35 -0.35
H -1.748 -3.294 0.728 -0.14 0.04 -0.10
O -2.606 -0.217 1.611 0.17 0.40 -0.12
H 2.274 -0.663 1.637 -0.51 -0.22 0.54
O -4.121 -0.019 -1.116 0.11 -0.16 0.08
O -2.699 0.648 -3.341 0.06 -0.43 0.65
H -1.470 2.860 1.329 0.78 0.02 -0.27
H 1.630 1.314 -0.109 -0.40 0.87 0.16
H -0.464 0.329 -3.687 -0.02 0.03 -0.33
O -2.255 -3.881 1.301 0.63 0.11 0.35
O 2.602 -3.337 0.052 0.23 -1.30 -1.18
H -0.520 0.212 2.203 0.25 -0.62 -0.27
H 4.012 1.409 0.224 -0.41 -0.27 0.66
C 1.184 -0.899 1.816 0.96 1.02 -1.86
H -4.824 -0.519 -1.535 -0.32 -0.08 0.04
C -0.336 2.053 -0.261 -1.08 0.74 0.50
H -2.395 1.222 -2.621 -0.23 0.19 -0.31
H -2.329 0.602 1.164 -0.19 0.04 -0.09
H -0.646 1.039 -0.460 0.50 -0.46 -0.70
O 4.657 0.751 0.537 -0.29 0.90 -0.96
O 0.084 -0.111 -3.029 0.01 -0.04 -0.01
H -1.628 -3.974 2.040 -0.43 -0.09 -0.22
H -0.369 2.711 -1.137 0.63 -0.67 -0.19
```
Forces are in eV/Å.

=====

(6)
The following is a DFT calculation (ωB97M-V/def2-TZVPD) of an isolated molecule of C22H21N5O5.

Computed properties:
SMILES string: COC(=O)C1=C(C(=O)c2ccc(C)cc2)[C@H](c2ccc(OC)c(OC)c2)n2nnnc2N1
Energy in Eh: -1500.8830
Multiplicity: 1

Geometry as XYZ:
```
53
Properties=species:S:1:pos:R:3:forces:R:3
H 0.087 -3.075 -2.863 0.02 0.04 0.00
C -2.770 0.139 -0.046 0.54 0.17 0.15
H 1.730 1.685 -1.651 0.00 -0.06 -0.11
C -1.474 0.403 0.230 -0.69 -0.41 0.07
O 4.171 -1.912 -1.246 -0.40 -0.01 -0.09
H 3.936 -0.927 1.280 0.14 -0.01 0.01
O -4.367 0.426 -1.774 0.08 -0.02 0.09
C 3.051 -1.559 -0.565 -0.03 -0.02 -0.13
H 1.823 -0.300 2.322 -0.02 0.08 0.13
H 3.695 2.732 -0.591 0.12 0.00 -0.04
C -4.007 3.103 -1.813 -0.26 0.09 -0.36
H 1.107 -2.705 -4.274 -0.07 0.02 0.05
N -2.067 -3.392 2.451 0.08 -0.78 0.47
C 2.757 2.685 -0.057 -0.03 0.03 0.03
C 0.777 -2.346 -3.302 -0.22 -0.02 -0.13
H -4.159 4.057 -1.314 0.04 -0.07 -0.02
H 5.464 -2.419 0.298 -0.01 0.03 -0.02
C 0.351 2.555 1.305 -0.07 -0.08 -0.22
H 3.954 3.522 2.906 0.07 0.01 0.06
O -3.384 2.241 -0.867 0.03 -0.06 0.37
H -0.474 0.168 2.146 0.00 -0.10 -0.18
C 1.821 -0.703 1.321 -0.35 -0.06 -0.09
H 4.765 3.645 1.337 0.09 0.01 0.01
H -4.956 2.680 -2.145 0.10 0.11 0.04
H 0.263 -1.387 -3.423 0.01 -0.03 0.02
C -3.580 0.940 -1.021 -0.22 -0.01 -0.13
C -0.695 1.338 -0.621 -0.17 0.04 -0.18
H -3.340 3.225 -2.668 -0.03 -0.01 0.05
C 0.646 -1.380 -0.657 0.15 -0.09 -0.11
C 0.636 -0.852 0.633 0.28 -0.10 0.24
C 3.023 -1.058 0.724 0.21 -0.09 -0.15
C 1.835 -1.726 -1.270 0.09 0.00 -0.02
C -2.771 -1.798 1.276 0.99 -0.27 0.60
C 1.660 2.100 -0.657 -0.22 -0.04 0.02
H -4.394 -1.122 0.206 0.08 -0.01 -0.03
C -0.681 -0.415 1.235 0.60 0.22 0.15
H 1.358 3.592 2.873 -0.01 0.05 0.11
N -1.479 -1.561 1.612 -1.79 -0.28 -0.49
C 1.446 3.159 1.887 0.07 0.01 0.01
H 3.715 4.946 1.901 0.07 0.07 0.03
C 0.454 2.005 0.029 0.32 0.47 -0.10
H 6.154 -2.135 -1.320 -0.01 0.04 0.09
H 5.627 -0.753 -0.326 -0.02 -0.03 0.00
H -0.290 -1.503 -1.179 -0.09 0.00 -0.13
O -0.951 1.481 -1.801 0.18 -0.02 0.09
N -3.466 -0.898 0.532 -0.32 0.21 -0.26
C 5.413 -1.792 -0.598 0.20 0.02 0.12
H -0.598 2.535 1.822 -0.10 -0.06 0.09
C 3.849 3.865 1.878 -0.01 0.05 0.01
N -1.086 -2.603 2.355 1.36 0.35 0.33
C 2.669 3.217 1.224 -0.08 -0.06 -0.01
O 1.947 -2.213 -2.531 0.30 0.06 0.28
N -3.139 -2.945 1.800 -1.01 0.63 -0.72
```
Forces are in eV/Å.

=====

Listing energy relative to the best compared isomer or geometry (same formula, charge and spin) for the structures above in their given order: 518.5, 94.6, 43.3, 8.3, 67.9, 19.9 kcal/mol.
Listing molecular weight for the structures above in their given order: 881.00, 121.16, 84.08, 69.90, 247.24, 435.44 g/mol.